Entry 1:
C36H42ClN3O6 | ωB97M-V/def2-TZVPD

The geometry in XYZ format:
```
88
Properties=species:S:1:pos:R:3:mulliken_charge:R:1
C -1.2301 2.6432 6.1167 -0.967
C -1.5980 2.1134 4.7597 -0.255
O -1.5394 3.1889 3.7977 -0.190
C -1.8207 2.7667 2.5412 0.561
C -1.6868 3.8421 1.5282 -1.273
N -1.6768 3.4085 0.3196 -0.060
C -1.1077 3.4565 -0.8284 -0.546
C -1.4148 2.5237 -1.9048 0.651
C -0.7640 2.6349 -3.1508 -0.575
C -1.1363 1.8365 -4.2245 -0.561
C -2.1622 0.8922 -4.0661 0.356
Cl -2.6688 -0.0509 -5.4047 -0.228
C -2.7588 0.7039 -2.8095 -0.545
C -2.3759 1.5073 -1.7297 -0.352
O -2.0951 1.6088 2.2707 -0.677
H -1.3164 1.8129 6.8214 0.473
H -0.2101 3.0234 6.1428 0.082
H -1.8970 3.4484 6.4347 0.249
H -0.9081 1.3099 4.4686 0.334
H -2.6204 1.7186 4.7736 0.307
H -1.6214 4.8607 1.9162 0.168
H -0.3244 4.2065 -1.0451 0.250
H 0.0456 3.3596 -3.2510 0.319
H -0.6445 1.9198 -5.1893 0.387
H -3.5092 -0.0707 -2.6932 0.391
H -2.8101 1.3680 -0.7423 0.444
C -0.2789 7.6109 11.6075 -0.773
O 0.6373 6.5407 11.2890 -0.418
C 0.5673 5.9240 10.0855 0.821
C -0.2997 6.2481 9.0423 -0.718
C 0.1375 6.0725 7.7351 -0.216
C -0.5764 6.7849 6.6209 -0.918
C 0.2660 7.9589 6.1029 0.191
C 0.3878 9.1007 7.1120 0.115
O 0.9059 9.0595 8.2278 -0.707
N -0.1753 10.2078 6.5435 0.346
C -0.3253 11.4263 7.3112 -1.029
C -0.7957 10.0023 5.2364 0.245
C -2.3208 10.1085 5.3512 -1.477
C -0.2817 11.0621 4.2531 -1.687
N -0.3426 8.6189 4.9392 0.406
C -0.6521 7.8765 3.8527 0.279
C -1.4105 8.3130 2.7727 0.593
C -1.7787 7.5509 1.6659 0.336
C -2.3724 8.1447 0.4940 0.553
C -2.4781 7.4787 -0.7640 -0.198
C -3.0286 8.1173 -1.8739 -0.682
C -3.5168 9.4300 -1.7701 -0.315
C -3.4054 10.1178 -0.5574 -0.706
C -2.8567 9.4845 0.5511 -0.343
C 1.2686 5.2992 7.4678 -0.368
C 2.0165 4.7554 8.5174 0.441
O 3.1981 4.0912 8.4072 -0.446
C 3.5876 3.4767 7.1566 -0.832
C 1.6041 4.9944 9.8465 0.645
O 2.3418 4.5195 10.8917 -0.513
C 3.5349 5.2654 11.2910 -0.584
H -0.0318 7.8654 12.6386 0.271
H -0.1296 8.4847 10.9569 0.254
H -1.3201 7.2666 11.5380 0.337
H -1.2225 6.7942 9.2500 0.292
H -0.7831 6.0969 5.7899 0.476
H -1.5500 7.1792 6.9631 0.209
H 1.2915 7.6070 5.8760 0.255
H 0.1831 11.2871 8.2673 0.365
H 0.1259 12.2774 6.7874 0.288
H -1.3820 11.6598 7.5036 0.348
H -2.6928 9.4448 6.1427 0.331
H -2.5865 11.1405 5.6096 0.465
H -2.8078 9.8551 4.4058 0.389
H 0.8121 11.1159 4.2939 0.382
H -0.5889 10.8468 3.2286 0.364
H -0.6858 12.0437 4.5302 0.463
H -0.2210 6.8706 3.8662 0.645
H -1.7256 9.3502 2.8195 -0.907
H -1.5916 6.4797 1.6956 0.082
H -2.1160 6.4521 -0.8498 0.411
H -3.1044 7.5981 -2.8325 0.394
H -3.9956 9.9208 -2.6187 0.365
H -3.7657 11.1432 -0.4525 0.371
H -2.8212 10.0403 1.4873 0.328
H 1.6022 5.1562 6.4341 0.440
H 4.4174 2.8199 7.4274 0.283
H 2.7647 2.8865 6.7207 0.295
H 3.9288 4.2341 6.4341 0.306
H 3.9363 4.6975 12.1285 0.273
H 4.2467 5.2867 10.4601 0.234
H 3.2600 6.2770 11.6086 0.207
```

Values from the calculation:
total energy = -2472.7066 Ha
2S+1 = 1
HOMO = -5.10 eV
largest force on an atom = 2.29 eV Å⁻¹

***

Entry 2:
C18H54ClO13Zr | ωB97M-V/def2-TZVPD

The geometry in XYZ format:
```
87
Properties=species:S:1:pos:R:3:mulliken_charge:R:1
Zr -1.1938 -2.8884 -2.5592 1.541
Cl -0.1530 -0.1781 0.3024 1.457
O -0.5860 -1.1306 -0.6844 -0.298
O -1.0442 -0.2613 1.4056 -0.388
O 1.1829 -0.5656 0.6591 -0.575
O -0.1598 1.1452 -0.2681 -0.548
C -4.0860 -0.3231 -0.5558 -1.078
C -3.7707 -1.7847 -0.5992 -0.116
O -3.1673 -2.0886 -1.8415 -0.358
H -4.4260 0.0306 -1.5291 0.263
H -3.1888 0.2434 -0.3065 0.166
H -4.8529 -0.0300 0.1611 0.419
H -4.6283 -2.4335 -0.4214 0.576
H -3.1849 -1.9755 0.3000 0.041
H -3.9580 -2.0856 -2.3860 0.337
C 1.2766 -2.3664 3.9709 -0.574
C 0.4293 -1.2639 4.5569 0.220
O 0.2596 -1.2011 5.9226 -0.583
H 2.3243 -2.1141 4.1345 0.083
H 1.0810 -2.5293 2.9110 -0.099
H 1.0671 -3.3080 4.4785 0.477
H -0.5300 -1.3389 4.0448 -0.037
H 0.7377 -0.2750 4.2178 0.173
H -0.0347 -0.3094 6.1223 0.341
C 0.9187 3.9419 -4.1739 -1.256
C -0.0203 3.8537 -2.9174 0.214
O -1.2600 3.5426 -3.3876 -0.526
H 1.1205 2.9936 -4.6720 0.239
H 1.9045 4.2294 -3.8082 0.382
H 0.6588 4.7427 -4.8662 0.369
H -0.1185 4.7892 -2.3666 0.505
H 0.3259 3.0739 -2.2391 -0.215
H -1.8933 3.6516 -2.6744 0.326
C 3.9850 0.5465 3.2666 -0.237
C 5.0850 -0.2161 2.6178 -0.494
O 4.7459 -1.6137 2.7066 -0.525
H 4.1826 1.6159 3.1924 0.377
H 3.7639 0.2694 4.2973 0.352
H 3.0810 0.3489 2.6906 -0.303
H 6.0778 -0.0660 3.0418 0.361
H 5.2334 0.1206 1.5917 0.201
H 5.1080 -1.9437 3.5322 0.313
C 1.7220 0.0929 -2.9742 -0.723
C 1.4146 -1.2089 -3.6991 -0.411
O 0.8285 -2.1515 -2.8243 -0.398
H 0.8999 0.7085 -2.6093 -0.201
H 2.2182 0.7604 -3.6788 0.355
H 2.3454 -0.0452 -2.0908 0.418
H 2.3831 -1.6449 -3.9440 0.394
H 0.8854 -1.0840 -4.6438 0.431
H 1.5402 -2.2758 -2.1922 0.237
C -0.1427 -5.6179 0.6218 -1.329
C -0.0581 -4.1496 0.1772 -0.031
O -1.2607 -3.7950 -0.5341 -0.479
H -1.0970 -5.8674 1.0857 0.408
H 0.7476 -5.9562 1.1521 0.392
H -0.0971 -6.2108 -0.2917 0.349
H 0.8767 -3.9816 -0.3576 0.385
H 0.0276 -3.4751 1.0291 0.127
H -1.9660 -3.8816 0.1114 0.290
C -3.9784 0.7064 3.1003 -0.872
C -2.8268 1.5466 3.5202 0.393
O -3.2450 2.4294 4.5410 -0.583
H -4.8010 1.3752 2.8472 0.384
H -4.3899 0.1586 3.9480 0.369
H -3.8162 0.0863 2.2187 -0.143
H -2.5223 2.1464 2.6625 0.185
H -2.0193 0.8730 3.8071 -0.082
H -2.5706 3.0943 4.6983 0.321
C 3.3936 2.5313 -0.3685 -0.246
C 2.5201 3.2357 0.6596 -0.008
O 3.0346 4.5340 0.7617 -0.577
H 3.1090 1.4890 -0.5125 -0.172
H 4.4675 2.6889 -0.2689 0.445
H 3.1094 2.9599 -1.3295 0.102
H 2.4393 2.8016 1.6561 0.186
H 1.4724 3.3051 0.3670 0.001
H 3.7566 4.4622 1.3904 0.333
C -3.0117 0.9740 -4.2755 -1.432
C -1.8113 0.4131 -3.4818 0.069
O -1.5385 -0.9492 -3.7602 -0.165
H -3.9107 0.4248 -3.9958 0.372
H -2.8736 0.8759 -5.3523 0.477
H -3.1728 2.0343 -4.0808 0.286
H -1.9101 0.6827 -2.4304 0.012
H -0.9176 0.9441 -3.8096 0.271
H -1.5471 -0.8884 -4.7183 0.337
```

Values from the calculation:
total energy = -2202.5476 Ha
2S+1 = 2
HOMO (spin up / spin down) = -13.21 / -13.21 eV
⟨S²⟩ = 0.751
net charge = +2
largest force on an atom = 4.42 eV Å⁻¹